Entry 1:
The following is a quantum chemistry calculation of 18 unconnected molecules or ions with the total composition C46H53BF17N17O6 in a non-equilibrium geometry, from the OMol25 dataset.

The geometry in XYZ format:
```
140
Properties=species:S:1:pos:R:3:forces:R:3
O 7.362 -1.661 0.495 -7.3725 -4.0197 3.0748
C 6.317 -2.371 0.928 6.6119 3.0561 -2.5764
O 6.526 -3.832 0.729 -4.8933 2.4863 2.0699
C 5.250 -4.429 1.153 -0.2514 -5.3030 -1.3788
O 5.075 -5.731 0.896 0.7785 8.8301 2.0553
C 4.271 -3.294 1.825 1.7797 2.7174 -0.2409
C 2.812 -3.640 2.552 2.4840 0.2853 0.0301
F 2.540 -2.513 3.474 0.2035 -3.9324 -2.8391
F 2.956 -4.967 3.235 -0.9622 4.3839 -1.8141
C 1.712 -3.784 1.318 1.6320 -0.7679 -1.5661
F 2.193 -4.967 0.509 -1.5115 3.8793 2.4390
F 1.826 -2.613 0.422 -0.8891 -3.6444 3.2417
C 0.197 -4.159 1.807 -0.9338 -2.8585 1.5055
F 0.110 -5.668 1.740 0.1827 4.8779 0.2540
F -0.070 -3.848 3.260 0.9084 -0.5955 -5.0390
C -1.007 -3.627 0.805 0.1048 -2.9245 -1.0667
F -0.552 -4.014 -0.584 -1.4743 1.2457 4.3703
F -2.179 -4.483 1.085 3.3779 3.2782 -0.8600
C -1.267 -2.016 0.833 2.4797 2.2497 -2.5719
F -0.738 -1.508 -0.494 -1.8827 -1.6651 4.3641
F -0.387 -1.307 1.837 -3.3783 -2.6320 -2.8928
C -2.822 -1.525 0.868 -1.7772 1.5001 -2.7891
F -2.821 -0.124 0.297 -0.0419 -4.5255 2.3753
F -3.705 -2.288 -0.095 3.3491 2.1152 3.2717
C -3.584 -1.532 2.297 -3.6156 -0.6336 0.9912
F -3.818 -2.883 2.900 1.2644 4.4035 -2.3187
F -4.974 -0.996 2.033 4.6757 -1.6056 0.6822
C -2.971 -0.596 3.484 -0.2116 1.8006 4.1465
F -4.112 -0.332 4.440 4.0559 -0.9894 -3.4390
F -2.477 0.735 3.074 -1.5707 -5.0016 1.1239
F -1.936 -1.295 4.333 -3.5035 2.5310 -3.5078
C 4.917 -1.933 1.665 -2.0585 -3.8070 0.4778
O 4.386 -0.621 2.078 2.0790 -3.5116 -2.8140
B 4.687 0.432 1.083 1.0958 2.7400 -1.9976
O 6.032 1.094 1.225 -2.8150 -2.2677 -2.5621
O 3.745 0.878 0.008 1.3292 -2.4147 4.4846
H 6.430 1.180 0.290 -1.0226 0.1208 2.1497
H 2.803 0.569 0.240 1.8694 0.5688 -0.9010
C 1.694 -4.333 -3.219 0.7970 0.7844 0.5886
C 2.644 -3.381 -2.510 5.2388 5.2354 3.8640
N 3.432 -2.591 -1.922 -6.2014 -6.3366 -4.7423
H 0.940 -4.699 -2.516 0.2197 0.0918 -0.0480
H 1.193 -3.815 -4.041 0.1418 0.0054 0.1667
H 2.250 -5.184 -3.620 -0.0459 0.1692 0.1312
C 2.168 1.799 -3.890 -0.2883 -0.4566 1.2254
C 1.760 1.319 -2.507 -2.3428 -2.6123 7.6275
N 1.422 0.921 -1.359 2.4121 3.1633 -9.3625
H 3.257 1.787 -3.983 -0.2515 -0.0053 0.1767
H 1.738 1.144 -4.654 -0.0122 0.0433 0.2133
H 1.808 2.818 -4.052 0.0023 -0.1806 0.2152
C -1.606 2.895 5.033 1.0644 0.7596 0.7308
C -0.656 3.847 5.742 5.0961 5.1728 3.9015
N 0.132 4.636 6.330 -6.2751 -6.2811 -4.6623
H -2.360 2.529 5.736 0.3109 0.2251 -0.1953
H -2.107 3.413 4.211 0.0863 -0.0017 0.2022
H -1.050 2.043 4.631 0.0767 0.2311 0.1031
C 6.526 0.329 -5.666 -0.6905 0.9699 0.1368
C 5.665 1.573 -5.524 -4.6165 6.7534 0.7151
N 4.951 2.606 -5.406 5.6866 -8.1889 -1.0824
H 7.575 0.578 -5.482 -0.2268 0.0904 -0.0424
H 6.208 -0.429 -4.943 -0.0522 0.2211 -0.0422
H 6.428 -0.079 -6.675 -0.0251 0.2153 0.1228
C 3.968 -8.360 2.369 -0.3851 -0.3798 1.1673
C 3.560 -8.840 3.752 -2.2365 -2.6573 7.5762
N 3.222 -9.238 4.900 2.6943 3.1909 -9.1765
H 5.057 -8.372 2.276 -0.2028 0.0148 0.1084
H 3.538 -9.015 1.606 0.0254 0.0378 0.2177
H 3.608 -7.340 2.207 0.0896 -0.1834 0.1051
C 3.584 -1.698 7.516 0.5607 -0.4063 -1.0315
C 4.276 -2.203 6.260 3.8512 -2.7904 -6.9252
N 4.849 -2.622 5.218 -4.5268 3.3680 8.3977
H 2.532 -1.997 7.508 0.2044 -0.0102 -0.1109
H 4.067 -2.119 8.403 -0.0077 0.0105 -0.2343
H 3.645 -0.607 7.562 0.0557 -0.1925 -0.1203
C -7.202 2.117 5.610 1.2287 0.1195 0.1464
C -5.689 2.227 5.705 8.2461 0.6176 0.5500
N -4.434 2.319 5.785 -10.5022 -0.7520 -0.5838
H -7.651 2.283 6.593 0.2277 -0.0173 -0.0965
H -7.587 2.864 4.911 0.1558 -0.1731 0.1042
H -7.481 1.121 5.255 0.1677 0.1702 0.0040
C 1.874 5.237 -6.293 -0.9724 -0.7243 0.1245
C 0.656 4.338 -6.152 -6.6303 -4.8476 0.7715
N -0.355 3.593 -6.036 8.0380 5.9331 -0.8941
H 2.743 4.762 -5.830 -0.1807 -0.0374 -0.0009
H 2.086 5.414 -7.351 -0.1502 -0.1052 0.1392
H 1.688 6.196 -5.801 -0.0770 -0.2338 -0.0180
C 8.730 -2.513 3.934 1.1941 0.1663 0.2102
C 10.217 -2.296 4.157 8.1750 1.1921 1.2020
N 11.452 -2.117 4.343 -9.9072 -1.4471 -1.4761
H 8.208 -1.552 3.942 0.1772 -0.1068 0.0077
H 8.565 -2.999 2.968 0.1674 0.0891 0.1186
H 8.322 -3.147 4.726 0.1525 0.1172 -0.0869
C -2.230 -6.459 -2.278 0.8836 -0.4030 -0.7760
C -1.145 -6.988 -3.204 5.9164 -2.8760 -5.0169
N -0.246 -7.426 -3.971 -7.1526 3.5637 6.0960
H -2.346 -7.128 -1.421 0.0737 0.0472 -0.2021
H -1.960 -5.462 -1.919 0.0546 -0.2031 -0.1229
H -3.181 -6.399 -2.815 0.1832 -0.1059 0.0721
C -6.226 4.360 2.150 -0.8395 -0.7721 0.2500
C -7.444 3.461 2.290 -6.5472 -4.7909 0.6748
N -8.455 2.716 2.407 7.9915 5.9334 -0.9283
H -5.357 3.884 2.612 -0.2045 -0.1143 -0.0398
H -6.014 4.537 1.092 -0.1631 -0.0526 0.1700
H -6.412 5.319 2.641 -0.1130 -0.2187 -0.1429
C 4.965 2.758 -9.506 1.0999 -0.4968 0.1231
C 6.341 2.131 -9.348 7.5157 -3.4209 0.8956
N 7.482 1.611 -9.216 -9.1643 4.1253 -1.0003
H 5.051 3.719 -10.020 0.1138 -0.1888 0.0757
H 4.320 2.097 -10.091 0.2083 0.0382 0.0820
H 4.513 2.918 -8.523 0.2035 -0.0842 -0.0653
C 1.455 4.504 3.247 1.0068 -0.5452 -0.7610
C 2.574 3.937 2.389 6.0956 -3.0892 -4.7313
N 3.502 3.466 1.677 -7.4023 3.7575 5.7646
H 1.689 5.533 3.532 0.0295 -0.2185 -0.0442
H 0.515 4.495 2.688 0.2036 -0.0304 -0.0213
H 1.337 3.902 4.152 0.1783 0.1543 -0.2280
C -9.591 5.814 0.024 0.7563 0.4736 0.7860
C -8.628 6.504 0.976 5.1941 3.8247 5.1461
N -7.829 7.076 1.766 -6.4268 -4.5875 -6.3161
H -9.897 4.849 0.437 0.1510 0.1601 0.0936
H -10.478 6.435 -0.125 0.2585 -0.0083 0.0792
H -9.105 5.649 -0.942 0.0046 0.1667 0.2117
C -5.136 -6.346 -5.534 -0.3513 -0.3796 1.1179
C -5.543 -6.825 -4.150 -2.2664 -2.6322 7.5391
N -5.881 -7.223 -3.002 2.7633 3.2136 -9.1660
H -4.046 -6.358 -5.627 -0.1603 -0.0550 0.1079
H -5.565 -7.000 -6.297 0.0386 0.0470 0.2245
H -5.496 -5.326 -5.695 0.0115 -0.1836 0.1390
C -1.606 4.848 -2.656 1.2237 0.0676 0.0983
C -0.093 4.959 -2.560 8.2380 0.5803 0.4872
N 1.162 5.051 -2.481 -10.0083 -0.7220 -0.7208
H -2.055 5.015 -1.673 0.2022 -0.0012 -0.1162
H -1.991 5.596 -3.355 0.1868 -0.1128 0.0897
H -1.885 3.852 -3.011 0.1994 0.1498 0.0163
C -11.458 9.628 -2.132 1.1206 -0.4988 0.1346
C -10.082 9.001 -1.973 7.5539 -3.4245 0.8560
N -8.941 8.481 -1.842 -9.1813 4.1183 -1.0561
H -11.373 10.590 -2.645 0.1020 -0.1893 0.0896
H -12.103 8.967 -2.717 0.2046 0.0435 0.0847
H -11.910 9.788 -1.149 0.1809 -0.0610 -0.1219
```
Forces are in eV/Å.

Spin multiplicity   1
E_tot   -4888.53925 Eh
Energy above the lowest of the compared OMol25 structures with the same formula, charge and spin   623.1 kcal/mol
Charge   0
HOMO-LUMO gap   8.64 eV
M   1273.82 g/mol

These are the Löwdin partial charges, in e, on atoms 1 to 99:
1. O 0.05
2. C -0.15
3. O 0.05
4. C -0.18
5. O 0.02
6. C 0.10
7. C -0.13
8. F 0.02
9. F 0.02
10. C -0.10
11. F 0.02
12. F 0.03
13. C -0.07
14. F 0.02
15. F 0.03
16. C -0.08
17. F 0.01
18. F 0.05
19. C -0.06
20. F 0.02
21. F 0.04
22. C -0.08
23. F 0.04
24. F 0.04
25. C -0.08
26. F 0.05
27. F 0.03
28. C -0.13
29. F 0.02
30. F 0.05
31. F 0.03
32. C 0.05
33. O 0.10
34. B -0.51
35. O 0.05
36. O 0.02
37. H 0.13
38. H 0.07
39. C -0.07
40. C -0.19
41. N 0.11
42. H 0.04
43. H 0.08
44. H 0.08
45. C -0.08
46. C -0.15
47. N 0.10
48. H 0.03
49. H 0.08
50. H 0.03
51. C -0.11
52. C -0.21
53. N 0.09
54. H 0.01
55. H 0.07
56. H 0.06
57. C -0.07
58. C -0.18
59. N 0.09
60. H 0.08
61. H 0.08
62. H 0.07
63. C -0.08
64. C -0.21
65. N 0.07
66. H 0.08
67. H 0.08
68. H 0.04
69. C -0.07
70. C -0.18
71. N 0.11
72. H 0.08
73. H 0.08
74. H 0.08
75. C -0.07
76. C -0.15
77. N 0.11
78. H 0.08
79. H 0.04
80. H 0.08
81. C -0.07
82. C -0.22
83. N 0.09
84. H 0.06
85. H 0.07
86. H 0.08
87. C -0.08
88. C -0.21
89. N 0.08
90. H 0.08
91. H 0.06
92. H 0.07
93. C -0.06
94. C -0.20
95. N 0.09
96. H 0.09
97. H 0.05
98. H 0.04
99. C -0.09

Entry 2:
The following is a quantum chemistry calculation of a molecular structure, C46H53CaCl3N8O6S, from the OMol25 dataset.

The geometry in XYZ format:
```
118
Properties=species:S:1:pos:R:3:forces:R:3
Ca -0.281 -0.022 -0.169 -0.1039 0.1907 -0.4553
C 4.346 -3.599 -2.314 0.0461 -0.0356 -0.0428
C 4.161 -3.808 -0.809 -0.0076 -0.0161 0.0355
C 2.795 -3.380 -0.368 0.0921 0.1228 0.0121
C 1.668 -4.141 -0.276 -0.0672 -0.0191 -0.0293
C 1.537 -5.618 -0.481 -0.0080 -0.0195 -0.0271
C 1.503 -6.395 0.838 0.0057 -0.0353 0.0177
C 0.590 -3.238 0.088 0.0199 0.0124 -0.0153
C -0.746 -3.605 0.300 0.0104 -0.0882 -0.0365
C -1.780 -2.807 0.771 -0.0940 -0.0551 0.1081
C -3.143 -3.272 1.028 0.0231 0.0879 0.0130
C -3.680 -4.619 0.660 0.0174 -0.0165 0.0308
C -3.998 -4.711 -0.835 -0.0135 -0.0266 -0.0270
C -3.809 -2.216 1.565 0.0046 -0.0289 -0.0149
C -2.852 -1.114 1.627 0.0121 -0.0491 -0.0057
C -3.133 0.159 2.128 -0.0145 0.0034 0.0239
C -2.272 1.255 2.201 -0.0637 0.0397 -0.0218
N -1.017 1.300 1.701 0.0658 -0.0191 0.0455
C -0.464 2.474 2.097 -0.0682 -0.0251 0.0264
C 0.866 2.835 1.914 0.0340 0.0730 -0.0084
C 1.894 2.056 1.366 0.0629 -0.1043 -0.0254
N 1.737 0.815 0.862 0.0525 0.0089 0.1451
C 2.970 0.357 0.527 -0.0158 0.0612 0.0670
C 3.262 -0.929 0.078 0.0659 0.0502 -0.0374
C 2.396 -2.016 -0.046 -0.0874 -0.1743 -0.0044
N 1.058 -1.975 0.186 0.1030 0.0179 0.1260
C 3.970 1.387 0.785 -0.0479 0.0393 -0.0128
C 3.297 2.447 1.315 0.0323 -0.0142 0.0496
C 3.862 3.758 1.775 -0.0141 -0.0418 -0.0143
C 3.678 4.878 0.749 0.0090 0.0295 -0.0363
C 5.447 1.244 0.584 -0.0249 0.0288 0.0022
C 6.126 0.521 1.749 0.0712 -0.0185 0.0170
C -1.451 3.262 2.831 -0.0638 -0.0195 -0.0055
C -2.577 2.505 2.895 0.0703 0.0060 0.0153
C -3.897 2.861 3.504 -0.0018 -0.0314 0.0138
C -4.889 3.371 2.456 -0.0528 0.0050 -0.0093
C -1.212 4.607 3.444 -0.0019 0.0173 -0.0315
C -0.527 4.512 4.810 0.0223 0.0293 0.0378
N -1.662 -1.506 1.130 -0.0185 0.0750 -0.0512
C -5.234 -2.154 2.017 -0.0081 -0.0075 -0.0035
C -5.375 -2.296 3.535 -0.0472 -0.0019 0.0290
H 5.345 -3.898 -2.643 -0.0160 0.0032 0.0102
H 3.612 -4.187 -2.871 0.0151 0.0021 0.0084
H 4.197 -2.552 -2.580 -0.0140 0.0196 0.0005
H 4.326 -4.859 -0.554 -0.0266 0.0006 0.0011
H 4.922 -3.242 -0.265 0.0018 0.0096 -0.0030
H 0.628 -5.831 -1.052 -0.0051 0.0062 0.0182
H 2.367 -5.977 -1.095 0.0051 0.0048 0.0180
H 0.681 -6.047 1.467 0.0010 0.0008 -0.0102
H 1.379 -7.468 0.670 0.0041 0.0213 0.0009
H 2.428 -6.239 1.397 -0.0054 0.0038 -0.0123
H -0.991 -4.646 0.108 0.0040 0.0117 0.0018
H -2.954 -5.394 0.926 0.0091 0.0110 -0.0111
H -4.579 -4.836 1.244 -0.0103 0.0205 -0.0087
H -3.110 -4.485 -1.427 -0.0044 -0.0074 0.0065
H -4.356 -5.708 -1.109 0.0022 0.0180 0.0023
H -4.762 -3.980 -1.108 0.0081 -0.0063 0.0126
H -4.131 0.307 2.528 0.0136 -0.0001 -0.0101
H 1.155 3.812 2.288 -0.0109 -0.0142 -0.0107
H 4.301 -1.116 -0.172 -0.0024 -0.0106 0.0017
H 3.392 4.050 2.720 -0.0253 -0.0044 -0.0131
H 4.927 3.639 1.996 0.0061 -0.0070 -0.0136
H 2.625 4.991 0.486 -0.0110 0.0113 0.0158
H 4.044 5.836 1.128 -0.0041 -0.0129 0.0021
H 4.215 4.651 -0.174 -0.0087 -0.0216 0.0061
H 5.638 0.704 -0.346 -0.0021 -0.0322 -0.0230
H 5.896 2.232 0.453 -0.0107 -0.0032 0.0224
H 5.705 -0.476 1.883 -0.0125 0.0094 -0.0113
H 7.202 0.419 1.578 -0.0172 -0.0025 0.0118
H 5.978 1.066 2.684 -0.0082 0.0089 -0.0174
H -4.319 1.986 4.007 0.0048 0.0035 -0.0112
H -3.757 3.616 4.283 0.0080 0.0273 -0.0220
H -5.038 2.626 1.672 0.0022 0.0037 0.0168
H -5.861 3.600 2.902 0.0166 -0.0017 -0.0138
H -4.511 4.276 1.976 0.0083 -0.0093 0.0154
H -0.602 5.217 2.771 0.0116 -0.0157 0.0093
H -2.163 5.137 3.548 -0.0001 -0.0169 0.0137
H 0.432 3.998 4.724 -0.0121 0.0052 -0.0077
H -0.350 5.503 5.238 0.0027 -0.0207 -0.0059
H -1.142 3.941 5.508 -0.0077 0.0054 -0.0152
H -5.681 -1.211 1.692 0.0226 0.0041 0.0104
H -5.809 -2.943 1.523 0.0090 -0.0096 0.0129
H -4.815 -1.513 4.050 0.0004 -0.0002 -0.0155
H -6.422 -2.230 3.846 0.0246 -0.0040 0.0001
H -4.975 -3.255 3.870 -0.0064 0.0051 -0.0148
O -5.067 3.404 -4.053 -0.0614 0.0651 -0.0092
C -4.279 2.866 -3.311 -0.0326 0.0124 -0.1169
C -2.791 3.077 -3.287 0.1848 0.1370 -0.1100
O -2.172 3.894 -3.954 -0.1187 0.0355 0.0475
C -2.224 2.133 -2.305 0.0583 -0.0629 0.1332
C -3.319 1.345 -1.681 0.2168 -0.0641 0.0430
O -3.140 0.470 -0.864 -0.1454 -0.0089 0.1333
C -4.622 1.833 -2.255 -0.1445 0.0097 0.0711
O -5.736 1.513 -1.917 -0.0120 -0.0633 -0.0115
O -1.038 1.966 -2.018 -0.1623 0.0277 0.0252
N 0.748 3.852 -4.028 0.0869 0.0537 -0.0797
C 1.397 3.542 -2.937 0.3031 -0.0402 0.0463
N 2.685 3.220 -2.972 -0.2507 0.2493 -0.1132
S 0.647 3.667 -1.369 -0.0156 -0.0562 0.0633
H 1.282 3.838 -4.917 -0.0905 0.0094 0.0776
H -0.227 4.126 -3.965 -0.0031 -0.1187 -0.0664
H 3.163 3.283 -3.883 0.0065 -0.0808 0.0319
H 3.062 2.697 -2.199 0.0657 -0.0044 0.0499
C -1.227 -1.731 -4.522 0.0338 0.0948 0.0233
C -0.614 -1.738 -3.140 -0.1059 0.0365 -0.1887
N 0.555 -2.396 -3.018 0.0107 0.0054 0.1499
O -1.180 -1.168 -2.213 0.1025 -0.1947 0.0628
H -0.826 -2.509 -5.169 0.0129 -0.0162 0.0143
H -1.013 -0.759 -4.971 -0.0113 -0.0089 0.0050
H -2.306 -1.836 -4.429 -0.0017 0.0033 0.0007
H 1.108 -2.544 -3.847 0.0194 -0.0148 -0.0360
H 1.082 -2.220 -2.169 -0.0328 -0.0120 -0.0196
Cl 3.038 -1.046 -5.057 -0.0087 -0.0616 -0.2224
C 3.267 -0.267 -3.523 -0.0045 -0.1219 0.0668
Cl 4.882 0.250 -3.146 0.0702 0.0706 0.0256
Cl 3.131 3.973 -5.983 0.0278 0.0090 -0.0431
C 2.206 0.136 -2.787 -0.2053 0.0807 0.3158
N 1.301 0.436 -2.100 0.2520 -0.0376 -0.2382
```
Forces are in eV/Å.

Spin multiplicity   1
E_tot   -5130.82631 Eh
Energy above the lowest of the compared OMol25 structures with the same formula, charge and spin   0.0 kcal/mol
Charge   -2
HOMO-LUMO gap (alpha / beta)   4.18 / 4.28 eV
M   992.48 g/mol

These are the Löwdin partial charges, in e, on atoms 1 to 99:
1. Ca 1.31
2. C -0.09
3. C -0.20
4. C -0.14
5. C -0.16
6. C -0.21
7. C -0.10
8. C -0.27
9. C 0.05
10. C -0.25
11. C -0.14
12. C -0.21
13. C -0.09
14. C -0.13
15. C -0.26
16. C 0.03
17. C -0.25
18. N 0.03
19. C -0.25
20. C 0.00
21. C -0.29
22. N 0.03
23. C -0.25
24. C 0.04
25. C -0.25
26. N 0.02
27. C -0.14
28. C -0.14
29. C -0.20
30. C -0.10
31. C -0.21
32. C -0.10
33. C -0.14
34. C -0.14
35. C -0.21
36. C -0.09
37. C -0.20
38. C -0.10
39. N 0.03
40. C -0.20
41. C -0.10
42. H 0.07
43. H 0.07
44. H 0.03
45. H 0.10
46. H 0.10
47. H 0.11
48. H 0.10
49. H 0.07
50. H 0.06
51. H 0.07
52. H 0.10
53. H 0.10
54. H 0.10
55. H 0.07
56. H 0.06
57. H 0.08
58. H 0.10
59. H 0.10
60. H 0.10
61. H 0.10
62. H 0.10
63. H 0.04
64. H 0.06
65. H 0.07
66. H 0.07
67. H 0.10
68. H 0.07
69. H 0.06
70. H 0.07
71. H 0.10
72. H 0.10
73. H 0.07
74. H 0.06
75. H 0.07
76. H 0.11
77. H 0.10
78. H 0.07
79. H 0.06
80. H 0.07
81. H 0.11
82. H 0.10
83. H 0.06
84. H 0.06
85. H 0.07
86. O 0.12
87. C -0.27
88. C -0.26
89. O 0.09
90. C -0.26
91. C -0.25
92. O 0.12
93. C -0.26
94. O 0.13
95. O -0.10
96. N 0.13
97. C -0.81
98. N 0.11
99. S 0.92